[1]
The following is a quantum chemistry calculation of a molecular structure, C34H27AsN3O4Ru, from OMol25.

Properties
Multiplicity ... 6
Expectation value of S² ... 8.79
Frontier orbital gap (alpha / beta) ... 7.429 / 5.630 eV
Energy above the lowest of the compared OMol25 structures with the same formula, charge and spin ... 29.3 kJ/mol
HOMO (alpha / beta) ... -0.274 / -0.282 Eh
Net charge ... 0
LUMO (alpha / beta) ... -0.02 / -2.04 eV

Last column: Mulliken charge in e.
Element x y z (Å)
Ru: -0.59 -0.14 0.37  0.602
O: -0.14 -0.92 2.36  0.004
C: 0.83 -1.64 2.71  0.274
C: 0.64 -2.65 3.72  -0.687
C: 1.66 -3.43 4.13  -0.412
C: 2.98 -3.30 3.61  -0.688
C: 3.21 -2.36 2.66  -0.974
C: 2.17 -1.50 2.18  0.847
C: 2.51 -0.59 1.19  -0.614
N: 1.67 0.24 0.57  1.345
N: 2.28 0.97 -0.36  -1.201
C: 1.39 1.44 -1.26  0.232
O: 0.19 1.06 -1.33  -0.899
C: 1.88 2.45 -2.23  0.760
C: 1.04 2.85 -3.27  -0.330
C: 1.45 3.83 -4.16  -0.701
C: 2.71 4.41 -4.02  -0.430
C: 3.55 4.01 -3.00  -0.683
C: 3.14 3.03 -2.10  -0.349
H: -0.37 -2.76 4.11  0.428
H: 1.47 -4.20 4.88  0.389
H: 3.77 -3.94 3.95  0.403
H: 4.21 -2.24 2.24  0.356
H: 3.54 -0.57 0.84  0.335
H: 0.07 2.39 -3.36  0.466
H: 0.80 4.13 -4.97  0.409
H: 3.03 5.17 -4.72  0.407
H: 4.53 4.46 -2.89  0.411
H: 3.79 2.70 -1.30  0.448
N: -2.32 -1.55 -0.46  -0.387
C: -1.90 -2.90 -0.06  -0.384
C: -0.39 -3.08 -0.20  0.495
O: 0.06 -4.21 -0.07  -0.713
O: 0.28 -2.00 -0.42  -0.511
H: -3.30 -1.37 -0.24  0.209
H: -2.23 -1.43 -1.47  0.228
H: -2.40 -3.69 -0.63  0.399
H: -2.15 -3.04 0.99  0.198
C: -6.42 4.63 0.08  -0.450
C: -5.95 4.29 -1.18  -0.644
C: -4.80 3.52 -1.31  -0.539
C: -4.11 3.10 -0.18  0.583
C: -4.59 3.44 1.09  -0.001
C: -5.74 4.20 1.21  -0.835
As: -2.48 2.08 -0.49  0.450
C: -1.17 3.49 -0.25  0.521
C: -0.77 4.42 -1.20  -0.554
C: 0.27 5.28 -0.90  -0.646
C: 0.93 5.20 0.32  -0.977
C: 0.52 4.27 1.27  -0.735
C: -0.53 3.41 0.99  0.235
C: -1.10 2.41 1.92  2.176
C: -0.80 2.29 3.27  -0.431
C: -1.53 1.42 4.06  -0.809
C: -2.55 0.64 3.53  -0.950
C: -2.84 0.73 2.18  -0.420
C: -2.10 1.59 1.36  -0.888
H: -7.32 5.23 0.18  0.375
H: -6.48 4.62 -2.07  0.390
H: -4.45 3.25 -2.30  0.352
H: -4.06 3.13 1.98  0.317
H: -6.11 4.47 2.19  0.399
H: -1.26 4.47 -2.16  0.489
H: 0.60 6.00 -1.64  0.413
H: 1.76 5.86 0.53  0.397
H: 1.04 4.21 2.22  0.397
H: -0.03 2.91 3.72  0.401
H: -1.29 1.34 5.12  0.400
H: -3.12 -0.03 4.16  0.488
H: -3.64 0.13 1.75  0.410



[2]
The following is a quantum chemistry calculation of a molecular structure, C34H27F9IN3O4PS3Sn, from OMol25.

Properties
Frontier orbital gap ... 5.229 eV
Energy above the lowest of the compared OMol25 structures with the same formula, charge and spin ... 127.1 kJ/mol
HOMO ... -0.389 Eh
Net charge ... +1
LUMO ... -5.35 eV

Last column: Mulliken charge in e.
Element x y z (Å)
Sn: 0.38 -0.50 -0.58  1.516
C: -3.60 4.74 1.27  -1.800
C: -2.25 5.01 1.91  1.122
C: -2.09 6.25 2.54  -0.758
C: -0.90 6.61 3.15  -0.666
C: 0.16 5.73 3.17  -0.813
C: 0.02 4.50 2.56  -1.276
C: -1.17 4.12 1.92  0.956
P: -1.02 2.45 1.18  0.505
C: -2.23 2.29 -0.17  1.824
C: -3.31 1.42 -0.10  -0.325
C: -4.22 1.34 -1.14  -0.803
C: -4.03 2.12 -2.27  -0.949
C: -2.94 2.98 -2.35  -0.983
C: -2.01 3.07 -1.31  0.626
C: -0.88 4.06 -1.45  -2.096
C: -1.63 1.39 2.53  0.557
C: -2.70 1.71 3.36  -0.423
C: -3.21 0.75 4.23  -0.520
C: -2.64 -0.52 4.33  -0.956
C: -1.53 -0.83 3.60  -0.677
C: -0.95 0.15 2.74  1.240
C: 0.32 -0.02 2.26  -2.025
H: -4.38 5.24 1.84  0.543
H: -3.83 3.68 1.22  0.186
H: -3.63 5.13 0.25  0.383
H: -2.93 6.93 2.55  0.460
H: -0.81 7.59 3.61  0.403
H: 1.09 5.99 3.65  0.445
H: 0.85 3.80 2.56  0.295
H: -3.46 0.80 0.78  0.367
H: -5.06 0.67 -1.08  0.407
H: -4.72 2.05 -3.10  0.446
H: -2.79 3.58 -3.23  0.497
H: -0.41 3.96 -2.42  0.561
H: -0.11 3.91 -0.69  0.331
H: -1.25 5.08 -1.36  0.373
H: -3.18 2.68 3.27  0.402
H: -4.09 0.99 4.82  0.454
H: -3.07 -1.25 5.00  0.454
H: -1.03 -1.79 3.70  0.471
H: 0.86 -0.94 2.43  0.573
H: 0.91 0.85 1.96  0.690
F: -3.94 -3.61 1.44  -0.195
C: -3.15 -3.80 0.38  0.402
F: -3.80 -4.52 -0.52  -0.177
F: -2.07 -4.47 0.78  -0.191
S: -2.71 -2.15 -0.30  0.814
O: -2.13 -1.45 0.82  -0.278
O: -3.93 -1.65 -0.85  -0.572
N: -1.60 -2.51 -1.42  -0.566
S: -1.71 -1.48 -2.66  0.963
O: -1.78 -0.13 -2.10  -0.505
O: -0.66 -1.70 -3.59  -0.650
C: -3.29 -1.91 -3.61  0.429
F: -2.92 -2.06 -4.88  -0.201
F: -4.21 -0.98 -3.55  -0.151
F: -3.76 -3.08 -3.18  -0.186
F: 3.44 2.97 -3.43  -0.212
C: 3.72 3.32 -2.17  0.552
F: 2.77 4.19 -1.77  -0.187
F: 4.88 3.99 -2.18  -0.307
C: 3.79 2.13 -1.24  -0.200
C: 4.95 1.85 -0.56  -0.391
C: 5.00 0.76 0.30  -0.932
C: 3.85 0.02 0.47  -0.688
N: 2.71 0.29 -0.18  0.393
C: 2.66 1.31 -1.05  0.915
S: 1.15 1.52 -1.88  -0.519
H: 5.82 2.48 -0.69  0.546
H: 5.90 0.51 0.84  0.450
H: 3.81 -0.84 1.14  0.428
I: 1.45 -3.47 0.83  0.109
C: 1.73 -3.38 -1.26  0.206
C: 1.99 -4.53 -1.97  -0.599
C: 2.30 -4.38 -3.32  -0.404
C: 2.35 -3.11 -3.87  -0.714
C: 2.04 -2.03 -3.08  -0.236
N: 1.72 -2.16 -1.79  0.002
H: 1.98 -5.50 -1.50  0.478
H: 2.51 -5.25 -3.92  0.435
H: 2.62 -2.97 -4.91  0.469
H: 2.05 -1.01 -3.46  0.452



[3]
The following is a quantum chemistry calculation of a molecular structure, C34H27NO6PSSbSe4Tc, from OMol25.

Properties
Frontier orbital gap (alpha / beta) ... 5.797 / 5.799 eV
HOMO (alpha / beta) ... -0.358 / -0.358 Eh
Net charge ... +1
LUMO (alpha / beta) ... -3.96 / -3.96 eV

Last column: Mulliken charge in e.
Element x y z (Å)
Tc: 0.27 -1.16 0.50  -0.006
C: -1.39 1.75 7.71  -0.914
O: -0.46 1.52 6.65  -0.448
C: -0.93 1.12 5.46  0.767
C: -2.31 0.93 5.19  -0.798
C: -2.69 0.52 3.95  -1.948
C: -1.76 0.28 2.91  0.716
C: -2.22 -0.07 1.62  1.314
C: -3.68 -0.22 1.33  -2.134
O: -1.46 -0.23 0.60  -0.040
C: -0.36 0.45 3.20  0.308
O: 0.54 0.22 2.31  0.062
C: 0.01 0.88 4.48  -0.477
H: -0.79 2.07 8.56  0.269
H: -1.92 0.83 7.97  0.370
H: -2.10 2.53 7.45  0.352
H: -3.06 1.10 5.96  0.493
H: -3.75 0.38 3.75  0.488
H: -4.24 0.69 1.56  0.426
H: -4.09 -1.04 1.93  0.392
H: -3.81 -0.48 0.28  0.359
H: 1.06 1.00 4.72  0.580
O: 2.32 -0.91 0.93  -0.746
S: 2.76 0.17 0.05  1.442
O: 3.44 -0.12 -1.15  -0.655
O: 1.41 1.00 -0.31  -0.163
C: 3.53 1.35 1.09  0.146
C: 4.77 1.14 1.65  -0.691
C: 5.21 2.07 2.58  -0.755
C: 4.43 3.16 2.92  -0.927
C: 3.18 3.36 2.34  -0.716
C: 2.73 2.43 1.42  0.743
P: 1.29 2.49 0.38  1.444
C: 1.68 3.62 -0.96  1.018
C: 0.74 4.52 -1.46  -0.277
C: 1.08 5.36 -2.51  -0.891
C: 2.34 5.30 -3.07  -0.514
C: 3.29 4.40 -2.58  -0.920
C: 2.96 3.57 -1.53  -0.608
C: -0.30 2.90 1.01  1.335
C: -0.39 3.55 2.25  -0.734
C: -1.62 3.99 2.69  -0.604
C: -2.75 3.78 1.91  -0.807
C: -2.66 3.14 0.68  -0.776
C: -1.43 2.69 0.22  -0.827
H: 5.37 0.28 1.39  0.579
H: 6.18 1.94 3.04  0.458
H: 4.79 3.88 3.65  0.489
H: 2.60 4.24 2.59  0.611
H: -0.25 4.58 -1.02  0.395
H: 0.34 6.05 -2.89  0.455
H: 2.60 5.96 -3.89  0.421
H: 4.27 4.36 -3.02  0.451
H: 3.71 2.87 -1.16  0.382
H: 0.49 3.69 2.86  0.093
H: -1.70 4.48 3.65  0.496
H: -3.72 4.13 2.26  0.448
H: -3.54 2.99 0.07  0.549
H: -1.36 2.19 -0.74  0.458
N: 1.31 -2.36 -6.75  -0.506
C: 1.11 -2.24 -5.62  -0.140
C: 0.85 -2.08 -4.21  0.530
C: 1.39 -2.96 -3.29  -0.886
C: 1.15 -2.78 -1.93  -0.106
C: 0.38 -1.70 -1.47  0.928
C: -0.17 -0.84 -2.43  -0.417
C: 0.05 -1.02 -3.78  -0.776
H: 1.99 -3.79 -3.63  0.462
H: 1.58 -3.48 -1.23  0.463
H: -0.82 -0.03 -2.11  0.343
H: -0.38 -0.35 -4.51  0.468
Se: -5.09 -3.92 1.13  -0.407
Sb: -3.17 -4.99 1.91  0.754
Se: -0.62 -3.25 0.83  0.016
Se: -2.42 -7.18 1.84  -0.385
Se: -1.54 -3.38 2.99  -0.269



[4]
The following is a quantum chemistry calculation of a molecular structure, C34H28Cl3IN2O4PSeTi, from OMol25.

Properties
Multiplicity ... 2
Expectation value of S² ... 0.76
Frontier orbital gap (alpha / beta) ... 6.880 / 6.639 eV
Energy above the lowest of the compared OMol25 structures with the same formula, charge and spin ... 125.1 kJ/mol
HOMO (alpha / beta) ... -0.262 / -0.267 Eh
Net charge ... 0
LUMO (alpha / beta) ... -0.24 / -0.63 eV

Last column: Mulliken charge in e.
Element x y z (Å)
Ti: -0.36 1.09 -0.50  -1.057
I: -1.88 -1.14 -1.67  0.230
C: -1.89 -3.02 -0.78  0.490
C: -2.78 -3.82 -1.43  -0.743
C: -3.06 -5.13 -0.98  -0.953
C: -2.44 -5.58 0.13  -0.825
C: -1.50 -4.77 0.83  0.976
C: -0.87 -5.34 1.97  -0.904
C: 0.05 -4.63 2.67  -1.253
C: 0.36 -3.32 2.26  -0.339
C: -0.22 -2.71 1.18  1.419
P: 0.48 -1.02 0.83  1.784
C: 2.10 -1.56 0.18  1.195
C: 3.22 -1.75 0.97  -0.314
C: 4.40 -2.25 0.42  -0.826
C: 4.45 -2.58 -0.93  -0.532
C: 3.33 -2.39 -1.72  -0.783
C: 2.16 -1.87 -1.18  -0.405
C: 0.73 -0.31 2.50  0.275
C: -0.28 -0.46 3.45  -0.503
C: -0.21 0.20 4.68  -0.773
C: 0.89 1.00 4.96  -0.656
C: 1.90 1.15 4.02  -0.963
C: 1.82 0.51 2.79  -0.460
C: -1.19 -3.45 0.40  -0.168
H: -3.29 -3.45 -2.32  0.419
H: -3.77 -5.75 -1.52  0.400
H: -2.63 -6.58 0.51  0.361
H: -1.14 -6.35 2.25  0.374
H: 0.54 -5.06 3.53  0.451
H: 1.10 -2.78 2.84  0.371
H: 3.20 -1.51 2.03  0.372
H: 5.27 -2.39 1.05  0.443
H: 5.36 -2.98 -1.36  0.383
H: 3.36 -2.63 -2.78  0.430
H: 1.31 -1.70 -1.82  0.112
H: -1.15 -1.08 3.25  0.372
H: -1.00 0.07 5.40  0.452
H: 0.96 1.51 5.92  0.408
H: 2.75 1.78 4.24  0.469
H: 2.59 0.67 2.05  0.368
C: -2.89 2.99 2.49  -1.840
C: -1.88 2.59 1.48  0.523
N: -1.77 1.39 0.98  0.867
O: -2.68 0.47 1.52  -0.533
C: -0.89 3.53 0.94  0.440
C: -0.71 4.94 1.38  -1.986
N: -0.21 2.98 0.00  1.490
O: 0.89 3.52 -0.57  -0.591
H: -3.73 2.31 2.50  0.436
H: -3.25 4.00 2.29  0.444
H: -2.45 3.00 3.49  0.289
H: -2.99 -0.02 0.74  0.353
H: -0.69 5.03 2.46  0.415
H: -1.53 5.57 1.01  0.348
H: 0.22 5.33 0.97  0.408
Se: -2.39 1.96 -2.01  -0.286
C: -1.73 2.16 -3.79  0.297
C: -2.26 1.39 -4.82  -0.340
C: -1.81 1.54 -6.13  -0.563
C: -0.82 2.47 -6.42  -0.457
C: -0.29 3.24 -5.40  -0.615
C: -0.74 3.09 -4.10  -0.216
H: -3.03 0.67 -4.60  0.349
H: -2.23 0.93 -6.92  0.368
H: -0.46 2.58 -7.44  0.368
H: 0.49 3.96 -5.62  0.349
H: -0.31 3.69 -3.30  0.359
Cl: 3.88 3.36 -0.15  -0.160
C: 2.99 2.62 -1.50  0.942
Cl: 2.84 3.77 -2.84  -0.144
Cl: 3.84 1.16 -2.04  -0.129
C: 1.59 2.15 -1.01  -0.242
O: 0.77 1.57 -1.96  -0.762
O: 1.58 1.39 0.07  -0.279



[5]
The following is a quantum chemistry calculation of a molecular structure, C34H28N5O5Pd, from OMol25.

Properties
Multiplicity ... 5
Expectation value of S² ... 6.11
Frontier orbital gap (alpha / beta) ... 7.808 / 5.338 eV
Energy above the lowest of the compared OMol25 structures with the same formula, charge and spin ... 0.0 kJ/mol
HOMO (alpha / beta) ... -0.387 / -0.387 Eh
Net charge ... +1
LUMO (alpha / beta) ... -2.71 / -5.19 eV

Last column: Mulliken charge in e.
Element x y z (Å)
Pd: -0.13 -0.35 -0.01  0.551
O: -0.65 -1.72 -1.76  -0.180
C: -1.49 -1.61 -2.67  0.336
C: -1.75 -2.77 -3.51  -0.609
C: -2.63 -2.71 -4.56  -0.594
C: -3.29 -1.51 -4.83  -0.606
C: -3.09 -0.37 -4.04  -0.687
C: -2.23 -0.38 -2.97  0.669
C: -2.11 0.88 -2.21  -0.322
N: -1.39 1.09 -1.19  0.489
C: -1.42 2.41 -0.58  -0.229
C: -1.76 2.30 0.90  -1.126
N: -0.86 1.34 1.54  0.367
C: -0.98 1.12 2.78  -0.670
C: -0.18 0.16 3.53  0.894
C: -0.64 -0.26 4.75  -0.583
C: 0.05 -1.23 5.50  -0.545
C: 1.25 -1.78 5.03  -0.587
C: 1.77 -1.37 3.84  -0.403
C: 1.09 -0.37 3.02  0.349
O: 1.56 -0.02 1.93  -0.627
H: -1.20 -3.66 -3.25  0.502
H: -2.81 -3.58 -5.17  0.431
H: -3.98 -1.46 -5.66  0.422
H: -3.63 0.53 -4.28  0.423
H: -2.74 1.69 -2.60  0.194
H: -2.12 3.08 -1.09  0.516
H: -0.41 2.83 -0.67  -0.229
H: -2.80 1.96 1.02  0.424
H: -1.67 3.28 1.37  0.474
H: -1.76 1.63 3.36  0.425
H: -1.57 0.14 5.14  0.427
H: -0.36 -1.56 6.44  0.446
H: 1.75 -2.53 5.62  0.442
H: 2.68 -1.77 3.44  0.451
C: 3.91 -0.47 -1.64  -1.050
C: 2.74 -0.56 -0.91  -0.521
N: 1.65 0.16 -1.23  0.521
C: 1.71 0.99 -2.25  -0.520
C: 2.85 1.18 -3.03  0.314
C: 3.96 0.40 -2.72  -0.350
C: 2.85 2.13 -4.15  -0.962
C: 2.43 3.39 -4.16  -0.670
C: 1.97 4.21 -3.02  1.057
C: 1.30 5.40 -3.26  -0.670
C: 0.91 6.14 -2.16  -0.215
N: 1.18 5.77 -0.92  -0.558
C: 1.86 4.63 -0.80  -0.292
N: 2.26 3.82 -1.77  -0.302
H: 4.76 -1.08 -1.37  0.449
H: 2.64 -1.21 -0.05  0.538
H: 0.81 1.55 -2.48  0.663
H: 4.86 0.49 -3.31  0.512
H: 3.25 1.74 -5.09  0.438
H: 2.45 3.91 -5.11  0.351
H: 1.08 5.73 -4.27  0.401
H: 0.36 7.07 -2.29  0.424
H: 2.11 4.32 0.21  0.502
O: 0.77 -4.90 1.72  -0.458
C: -0.32 -4.70 2.50  1.231
C: -0.68 -5.62 3.47  -0.855
C: -1.80 -5.42 4.26  -0.525
C: -2.58 -4.28 4.09  -0.907
C: -2.22 -3.36 3.12  -0.435
C: -1.09 -3.54 2.32  0.096
C: -0.74 -2.46 1.36  1.302
O: 0.42 -2.37 0.87  -0.807
O: -1.61 -1.56 1.12  -0.877
H: 1.15 -5.76 1.95  0.305
H: -0.08 -6.52 3.60  0.317
H: -2.06 -6.15 5.01  0.421
H: -3.46 -4.11 4.70  0.436
H: -2.80 -2.47 2.95  0.461



[6]
The following is a quantum chemistry calculation of a molecular structure, C34H29AsN4O4PtS, from OMol25.

Properties
Frontier orbital gap ... 6.800 eV
Energy above the lowest of the compared OMol25 structures with the same formula, charge and spin ... 45.4 kJ/mol
HOMO ... -0.268 Eh
Net charge ... 0
LUMO ... -0.50 eV

Last column: Mulliken charge in e.
Element x y z (Å)
Pt: -0.13 1.04 1.11  1.148
C: -1.57 5.02 0.49  -1.708
C: -1.37 3.55 0.62  1.129
N: -0.32 3.04 1.17  1.039
N: 0.65 3.86 1.66  -1.363
C: 1.64 3.19 2.20  0.586
N: 2.64 3.92 2.75  -0.462
S: 1.78 1.45 2.33  -0.542
C: -2.36 2.56 0.15  0.472
C: -3.59 2.93 -0.38  -0.866
C: -4.47 1.94 -0.80  -0.594
C: -4.09 0.62 -0.70  -1.016
C: -2.84 0.32 -0.18  0.351
N: -2.02 1.26 0.27  -0.035
H: -0.61 5.51 0.39  0.400
H: -2.05 5.43 1.39  0.286
H: -2.19 5.26 -0.37  0.482
H: 2.68 4.89 2.49  0.251
H: 3.51 3.45 2.92  0.229
H: -3.85 3.97 -0.46  0.321
H: -5.43 2.21 -1.21  0.422
H: -4.73 -0.18 -1.04  0.492
H: -2.48 -0.70 -0.14  0.069
O: -0.53 0.03 -1.97  -0.732
C: 0.39 0.87 -2.10  0.536
O: 0.92 1.54 -1.17  -0.634
C: 0.90 1.15 -3.50  -0.028
C: 0.24 0.61 -4.59  -0.465
C: 0.68 0.84 -5.90  -1.013
C: 1.79 1.63 -6.05  0.981
O: 2.41 2.01 -7.21  -0.505
C: 3.51 2.83 -6.82  -0.241
O: 3.52 2.92 -5.40  -0.503
C: 2.44 2.18 -4.96  1.023
C: 2.03 1.96 -3.68  -1.005
H: -0.62 -0.02 -4.41  0.478
H: 0.17 0.42 -6.76  0.413
H: 3.38 3.83 -7.25  0.242
H: 4.44 2.38 -7.17  0.241
H: 2.53 2.39 -2.82  0.503
C: -2.60 -4.64 -0.61  -0.508
C: -2.57 -4.59 0.78  -0.668
C: -1.85 -3.59 1.43  -0.388
C: -1.15 -2.65 0.68  0.557
C: -1.17 -2.70 -0.71  -0.515
C: -1.90 -3.70 -1.35  -0.737
As: -0.04 -1.31 1.53  0.541
C: 1.68 -2.15 1.31  0.504
C: 2.68 -1.48 0.61  -0.384
C: 3.91 -2.11 0.40  -0.699
C: 4.12 -3.39 0.87  -0.476
C: 3.11 -4.06 1.55  -0.826
C: 1.89 -3.45 1.76  -0.245
C: -0.45 -1.53 3.41  0.265
C: 0.53 -1.82 4.35  -0.585
C: 0.20 -1.87 5.70  -0.680
C: -1.10 -1.63 6.12  -0.521
C: -2.08 -1.32 5.18  -0.720
C: -1.75 -1.26 3.83  -0.265
H: -3.16 -5.42 -1.11  0.390
H: -3.11 -5.33 1.36  0.414
H: -1.83 -3.57 2.51  0.400
H: -0.67 -1.94 -1.30  0.398
H: -1.92 -3.73 -2.43  0.452
H: 2.51 -0.48 0.23  0.179
H: 4.68 -1.59 -0.15  0.438
H: 5.08 -3.88 0.70  0.385
H: 3.28 -5.07 1.91  0.392
H: 1.10 -3.98 2.28  0.496
H: 1.55 -2.01 4.04  0.380
H: 0.97 -2.10 6.43  0.411
H: -1.35 -1.67 7.17  0.388
H: -3.09 -1.12 5.50  0.399
H: -2.52 -1.00 3.11  0.448